1.
# C43H97BF3N6Si

A 6-piece molecular cluster, C43H97BF3N6Si overall in a non-equilibrium geometry (ωB97M-V/def2-TZVPD, the Open Molecules 2025 dataset).

Calculated values
Charge: -1
E (Ha): -2639.165009
LUMO energy (eV): 2.30
Gap between HOMO and LUMO (eV): 6.5933

Atoms and positions in Å:
C1 -2.76698 3.28826 -1.20708
C2 -2.38720 2.23755 -0.17782
N1 -2.92733 0.92559 -0.48724
B1 -1.88115 -0.18226 -0.59994
F1 -1.29818 -0.45094 0.68757
C3 -2.53917 -1.58982 -1.15391
F2 -2.96938 -1.50806 -2.48565
F3 -3.72122 -1.94660 -0.47973
C4 -1.66407 -2.81664 -1.03843
C5 -0.29590 -2.62484 -1.71286
Si1 1.15841 -2.39163 -0.54611
C6 1.70440 -0.60303 -0.44703
C7 2.61272 -3.40691 -1.18851
C8 0.83901 -3.06529 1.17925
C9 1.16516 -2.30471 2.32829
C10 1.03123 -2.85631 3.61010
C11 0.56239 -4.16105 3.76635
C12 0.20862 -4.92013 2.64511
C13 0.34721 -4.36479 1.37396
H1 -3.85247 3.33452 -1.28447
H2 -2.38955 4.26769 -0.91908
H3 -2.35606 2.99220 -2.17008
H4 -2.72370 2.56049 0.81280
H5 -1.29420 2.18587 -0.12433
H6 -3.45768 0.98074 -1.34683
H7 -0.96288 0.14580 -1.38577
H8 -1.57327 -2.98710 0.03009
H9 -2.19380 -3.66718 -1.46847
H10 -0.07042 -3.44986 -2.38741
H11 -0.33110 -1.72648 -2.32388
H12 2.76362 -0.56679 -0.18542
H13 1.14334 -0.04441 0.29608
H14 1.56017 -0.11635 -1.40646
H15 3.46039 -3.30703 -0.50963
H16 2.33522 -4.46070 -1.19509
H17 2.90417 -3.10905 -2.19025
H18 1.52583 -1.29180 2.22670
H19 1.29243 -2.28187 4.48647
H20 0.46143 -4.58171 4.75535
H21 -0.17383 -5.92165 2.76724
H22 0.07231 -4.96050 0.51385
C14 -5.73383 -4.05405 -1.92038
C15 -6.75731 -3.96930 -0.80273
N2 -7.61782 -5.14270 -0.71197
C16 -8.76146 -4.95585 0.15672
C17 -8.50991 -4.71470 1.65182
C18 -6.91969 -6.40864 -0.59055
C19 -5.93591 -6.57999 0.57619
H23 -6.21548 -4.26541 -2.87778
H24 -5.20097 -3.10850 -1.99280
H25 -4.98470 -4.82499 -1.73326
H26 -7.40987 -3.11059 -0.98163
H27 -6.22501 -3.75590 0.13569
H28 -9.41465 -5.82684 0.04099
H29 -9.32280 -4.10230 -0.23680
H30 -8.18942 -5.62069 2.16550
H31 -9.43243 -4.37677 2.12965
H32 -7.75499 -3.94522 1.81289
H33 -6.37214 -6.57651 -1.52079
H34 -7.67836 -7.19614 -0.54889
H35 -5.28477 -5.71157 0.68011
H36 -5.29722 -7.44703 0.39375
H37 -6.44140 -6.74037 1.52807
C20 -2.92437 1.35965 4.38808
C21 -2.59170 2.84239 4.36430
N3 -3.71691 3.69362 4.71327
C22 -3.50982 5.09152 4.39539
C23 -2.40201 5.85082 5.13920
C24 -4.34383 3.40705 5.98825
C25 -3.46912 3.45650 7.25008
H38 -3.78908 1.14680 3.75984
H39 -2.08107 0.79236 3.99485
H40 -3.12751 0.99737 5.39815
H41 -2.28626 3.10552 3.34869
H42 -1.71039 3.01852 5.00415
H43 -4.46070 5.61195 4.54531
H44 -3.30222 5.14486 3.32261
H45 -2.67024 6.06167 6.17446
H46 -2.22070 6.80863 4.64675
H47 -1.46289 5.29689 5.13487
H48 -4.79040 2.41223 5.92399
H49 -5.18335 4.09899 6.10058
H50 -2.52517 2.93084 7.10130
H51 -3.98885 2.96815 8.07736
H52 -3.24290 4.47593 7.56146
C26 7.30216 -1.81191 1.13613
C27 6.31677 -2.15154 2.24730
N4 5.66113 -3.43691 2.08200
C28 4.50882 -3.60526 2.95421
C29 4.75696 -3.60703 4.46685
C30 6.54719 -4.57568 1.95561
C31 7.55084 -4.83102 3.08962
H53 6.81425 -1.87928 0.16222
H54 7.66914 -0.79239 1.26507
H55 8.16930 -2.47405 1.13337
H56 5.52858 -1.39344 2.26047
H57 6.83906 -2.06430 3.21540
H58 3.99336 -4.52802 2.67385
H59 3.80943 -2.80350 2.71663
H60 5.22377 -4.53119 4.80988
H61 3.80075 -3.51313 4.98484
H62 5.38530 -2.77025 4.77771
H63 7.10570 -4.46981 1.02165
H64 5.91754 -5.45846 1.82019
H65 8.06318 -3.91422 3.38582
H66 8.31290 -5.53847 2.75533
H67 7.07697 -5.25270 3.97537
C32 -0.21232 5.55832 -3.37376
C33 -1.52923 6.27069 -3.63285
N5 -1.47971 7.69307 -3.33850
C34 -2.78582 8.31944 -3.28151
C35 -3.62495 8.37020 -4.56547
C36 -0.43819 8.43578 -4.02239
C37 -0.41263 8.39614 -5.55738
H68 0.13345 5.74361 -2.35628
H69 -0.35111 4.48391 -3.49332
H70 0.57209 5.86785 -4.06671
H71 -2.29129 5.83281 -2.98381
H72 -1.84874 6.05917 -4.66648
H73 -2.65008 9.33705 -2.90329
H74 -3.35970 7.78718 -2.51721
H75 -3.23916 9.09552 -5.28153
H76 -4.64808 8.66376 -4.32207
H77 -3.67145 7.39709 -5.05486
H78 0.52550 8.07283 -3.65745
H79 -0.50624 9.47403 -3.68618
H80 -0.53920 7.38018 -5.93326
H81 0.55138 8.76060 -5.91848
H82 -1.18636 9.01975 -6.00364
C38 5.28892 0.50247 -5.98964
C39 5.49443 0.82478 -4.51717
N6 5.60547 -0.36016 -3.69004
C40 5.48667 -0.09394 -2.26796
C41 6.56577 0.75397 -1.59072
C42 6.63160 -1.30821 -4.08041
C43 8.08257 -0.80992 -4.15289
H83 4.44247 -0.17290 -6.11797
H84 5.08493 1.42008 -6.54295
H85 6.16928 0.03940 -6.43775
H86 4.62693 1.38145 -4.15382
H87 6.35810 1.50461 -4.41990
H88 5.42217 -1.05489 -1.75712
H89 4.51878 0.38793 -2.11109
H90 7.50186 0.20792 -1.47271
H91 6.22429 1.03048 -0.59081
H92 6.76970 1.67860 -2.13287
H93 6.36110 -1.71466 -5.05825
H94 6.56942 -2.15109 -3.38743
H95 8.15423 0.14436 -4.67730
H96 8.69186 -1.53146 -4.70155
H97 8.52927 -0.68667 -3.16720

---

2.
# C43H98N6O8

A 8-piece molecular cluster, C43H98N6O8 overall in a non-equilibrium geometry (ωB97M-V/def2-TZVPD, the Open Molecules 2025 dataset).

Calculated values
ΔE to the lowest compared entry with this formula, charge and spin (eV): 2.348
Structure (SMILES): CC1(C)CCCC(C)(C)N1O.CC1(C)CCCC(C)(C)N1O.CC1(C)CCCC(C)(C)N1O.CC1(C)CCCC(C)(C)N1O.NC(N)=O.CCO.CCO.CCO
E (Ha): -2627.319692
LUMO energy (eV): 0.51
Gap between HOMO and LUMO (eV): 8.4912

Atoms and positions in Å:
C1 -26.95241 1.83900 6.99046
C2 -27.13033 3.35399 6.49346
C3 -27.21935 3.31293 4.93039
C4 -28.46327 3.95847 7.06632
C5 -28.38135 4.40106 8.58902
C6 -27.19601 5.38389 8.73278
C7 -25.91789 4.81408 8.20354
C8 -24.93383 5.98090 8.07436
C9 -25.28682 3.87543 9.22957
N1 -26.02119 4.23626 6.87033
O1 -24.87818 3.83979 6.33141
H1 -26.01711 1.33501 6.74692
H2 -27.12157 1.76919 8.06499
H3 -27.70165 1.27019 6.43983
H4 -27.89826 2.49856 4.67744
H5 -27.36846 4.27989 4.44993
H6 -26.25032 2.93630 4.60294
H7 -28.68111 4.81313 6.42584
H8 -29.28089 3.24135 6.99323
H9 -29.26623 4.98562 8.84080
H10 -28.40087 3.61528 9.34418
H11 -27.08815 5.63962 9.78684
H12 -27.43794 6.26439 8.13755
H13 -23.98000 5.65685 7.65808
H14 -24.58542 6.32602 9.04781
H15 -25.34639 6.76388 7.43808
H16 -25.22618 4.36634 10.20086
H17 -24.25995 3.65468 8.93817
H18 -25.86751 2.97081 9.41000
H19 -24.74637 4.50063 5.64765
C10 -23.69862 0.88416 1.00478
C11 -24.49272 1.49658 2.19057
C12 -24.36700 0.64681 3.38905
C13 -23.83900 2.88143 2.59598
C14 -24.17083 3.95317 1.55927
C15 -25.72949 4.16264 1.36170
C16 -26.38012 2.81601 1.03354
C17 -27.91276 3.04722 1.42025
C18 -26.15329 2.39946 -0.41479
N2 -25.90544 1.70437 1.91577
O2 -26.71273 0.57919 1.89952
H20 -23.57589 1.68128 0.27154
H21 -22.63004 0.73270 1.15744
H22 -24.12280 0.02962 0.47759
H23 -24.81937 1.01922 4.30817
H24 -24.83840 -0.33090 3.28934
H25 -23.31182 0.41112 3.52736
H26 -24.03509 3.20564 3.61800
H27 -22.75958 2.77539 2.48775
H28 -23.60439 4.86490 1.74898
H29 -23.76544 3.65959 0.59098
H30 -25.69061 4.81406 0.48864
H31 -26.17779 4.56624 2.26957
H32 -28.08956 3.17197 2.48857
H33 -28.48467 2.17293 1.10939
H34 -28.40568 3.87524 0.91082
H35 -26.79049 2.94872 -1.10791
H36 -26.33396 1.33919 -0.59158
H37 -25.21300 2.74138 -0.84728
H38 -26.67621 0.44257 0.95000
C19 -17.57129 1.94096 7.78871
C20 -17.11463 0.38997 7.85018
C21 -16.03460 0.05667 6.76411
C22 -16.56669 0.17396 9.28410
C23 -16.49683 -1.31036 9.83045
C24 -17.81484 -1.95635 9.66171
C25 -18.30990 -1.93477 8.19273
C26 -17.45875 -2.84068 7.29667
C27 -19.76347 -2.38132 8.35060
N3 -18.28773 -0.56773 7.75992
O3 -18.80977 -0.53305 6.38040
H39 -18.50656 1.96655 8.34790
H40 -16.95142 2.65496 8.33100
H41 -17.85669 2.22933 6.77704
H42 -16.47326 -0.29912 5.83186
H43 -15.32658 0.86743 6.59242
H44 -15.44110 -0.77354 7.14700
H45 -15.52473 0.49077 9.32927
H46 -17.06991 0.80923 10.01301
H47 -15.76206 -1.87012 9.25174
H48 -16.17350 -1.30143 10.87135
H49 -18.50048 -1.52054 10.38839
H50 -17.74228 -2.99571 9.98199
H51 -16.39399 -2.66263 7.44728
H52 -17.70768 -2.58193 6.26751
H53 -17.63535 -3.90059 7.47972
H54 -20.18070 -2.07148 9.30873
H55 -19.91844 -3.45948 8.39153
H56 -20.44192 -1.97690 7.59944
H57 -19.64305 -0.06399 6.46543
C28 -22.47520 -6.42447 12.10284
C29 -22.49399 -5.83233 10.62956
C30 -22.44500 -4.30285 10.87291
C31 -21.23970 -6.24503 9.89090
C32 -21.31546 -6.00208 8.35571
C33 -22.54064 -6.66530 7.76875
C34 -23.90663 -6.26272 8.44124
C35 -24.30196 -4.93988 7.89932
C36 -24.92450 -7.40712 7.94471
N4 -23.74343 -6.23090 9.90651
O4 -24.93639 -5.90337 10.56651
H58 -22.57506 -7.50098 11.96408
H59 -23.33786 -6.10145 12.68557
H60 -21.56146 -6.11385 12.60950
H61 -22.67243 -3.65034 10.02994
H62 -21.51260 -4.00097 11.35000
H63 -23.28473 -4.09975 11.53752
H64 -20.29195 -5.75681 10.11788
H65 -20.96169 -7.26568 10.15377
H66 -20.45253 -6.48536 7.89756
H67 -21.23056 -4.98091 7.98408
H68 -22.50210 -7.75160 7.84981
H69 -22.56850 -6.54532 6.68574
H70 -25.04566 -4.40724 8.49205
H71 -23.42569 -4.29186 7.91757
H72 -24.60203 -4.95348 6.85153
H73 -24.71975 -8.38766 8.37451
H74 -25.97407 -7.12044 8.01038
H75 -24.77904 -7.58286 6.87884
H76 -25.37016 -6.75359 10.66936
N5 -22.96121 1.83108 8.13529
C37 -21.88252 1.24510 7.82300
N6 -21.21404 0.60949 8.71756
O5 -21.50058 1.28795 6.71776
H77 -23.59936 2.28706 7.49894
H78 -23.01611 1.84667 9.14368
H79 -21.46001 0.81025 9.67636
H80 -20.31920 0.20041 8.48946
C38 -29.31039 -2.88388 7.05230
C39 -28.00962 -3.28344 6.59386
O6 -27.46352 -2.26912 5.78328
H81 -29.21014 -1.92885 7.56803
H82 -29.80134 -3.47892 7.82237
H83 -29.93472 -2.67056 6.18466
H84 -28.09090 -4.11296 5.89145
H85 -27.24419 -3.57610 7.31258
H86 -28.09834 -1.74710 5.28719
C40 -28.58150 -3.64097 10.52079
C41 -27.41641 -2.88161 11.08801
O7 -26.57297 -3.74381 11.84981
H87 -29.29903 -3.03015 9.97293
H88 -29.17839 -4.04774 11.33710
H89 -28.28545 -4.36841 9.76495
H90 -27.90341 -2.14253 11.72415
H91 -26.92849 -2.31940 10.29180
H92 -25.97133 -4.21675 11.27019
C42 -25.21567 -1.19933 8.11063
C43 -24.23094 -1.36005 6.92961
O8 -24.80862 -2.47846 6.21056
H93 -25.19901 -2.01935 8.82854
H94 -26.26103 -1.20949 7.80208
H95 -25.17510 -0.23513 8.61737
H96 -23.29024 -1.73930 7.32880
H97 -24.02563 -0.42571 6.40717
H98 -25.65664 -2.13350 5.92164